ORCA calculation (wB97M-V/def2-TZVPD) on 2 unconnected molecules or ions with the total composition C3H9INO3 at a distorted geometry.

The geometry in XYZ format:
```
17
Properties=species:S:1:pos:R:3:lowdin_charge:R:1
C 0.846 2.752 -0.469 0.069
C -2.446 -2.613 -0.164 -0.218
C 1.492 -0.555 0.699 0.007
N 1.691 1.611 -0.233 -0.179
O -1.737 -1.382 -0.381 -0.903
O 0.945 0.738 0.510 -0.038
O 2.845 1.622 -0.596 0.274
I -2.422 0.285 0.394 0.960
H 0.259 2.973 0.550 0.181
H 1.229 3.682 -0.701 0.090
H 0.140 2.389 -1.251 0.138
H -3.494 -2.501 -0.666 0.107
H -2.492 -2.920 0.901 0.079
H -1.722 -3.228 -0.826 0.118
H 2.566 -0.582 0.664 0.107
H 1.174 -1.291 -0.015 0.105
H 1.125 -0.982 1.584 0.102
```

Output
Net charge: +1
E_tot: -697.37403 Ha
Orbital gap: 5.574 eV
LUMO level: -6.90 eV



ORCA calculation (wB97M-V/def2-TZVPD) on a molecular structure, C22H41BF6MoN6O5PS4.

The geometry in XYZ format:
```
87
Properties=species:S:1:pos:R:3:lowdin_charge:R:1
Mo -0.051 -0.992 0.636 1.212
F 0.105 -5.597 3.872 0.175
C -0.636 -4.507 3.822 -0.674
F -1.645 -4.676 2.982 0.161
F -1.106 -4.220 5.028 0.159
S 0.418 -3.074 3.254 0.632
O -0.490 -2.364 2.340 -0.502
O 0.859 -2.398 4.425 -0.226
N 1.637 -3.673 2.460 -0.281
S 1.444 -3.932 0.914 0.631
O 0.519 -4.951 0.552 -0.236
O 1.335 -2.657 0.164 -0.499
C 3.142 -4.501 0.499 -0.695
F 3.421 -5.579 1.194 0.188
F 4.019 -3.532 0.772 0.149
F 3.160 -4.767 -0.793 0.174
C -0.615 -2.239 -3.503 -0.025
N -1.774 -1.504 -3.008 -0.116
C -2.622 -0.726 -3.764 -0.041
C -3.616 -0.330 -2.939 -0.058
N -3.396 -0.877 -1.692 0.010
B -4.506 -0.652 -0.582 -0.413
N -4.138 -1.234 0.819 -0.017
C -4.934 -2.135 1.489 -0.029
C -4.491 -2.227 2.764 -0.015
N -3.414 -1.370 2.868 -0.097
C -2.726 -1.050 4.114 -0.005
C -3.207 -0.795 1.670 -0.673
S -1.973 0.359 1.268 0.692
C -2.278 -1.598 -1.752 -0.657
S -1.541 -2.604 -0.544 0.717
H -0.376 -1.874 -4.500 0.097
H -0.836 -3.303 -3.548 0.100
H 0.234 -2.097 -2.843 0.067
H -2.445 -0.538 -4.812 0.131
H -4.481 0.286 -3.130 0.135
H -5.488 -1.242 -0.948 0.082
H -4.678 0.537 -0.499 0.080
H -5.754 -2.628 0.993 0.130
H -4.840 -2.808 3.603 0.134
H -2.648 -1.951 4.717 0.093
H -3.290 -0.298 4.663 0.106
H -1.738 -0.668 3.896 0.058
O 2.677 -0.778 2.151 -0.080
H 2.687 -1.422 2.870 0.031
H 3.409 -1.053 1.586 0.041
C 3.546 2.729 -1.925 -0.064
C 2.959 1.629 -1.022 -0.586
C 3.112 0.263 -1.722 -0.075
C 3.799 1.580 0.265 -0.075
P 1.162 1.939 -0.608 1.037
N 0.599 0.497 -0.060 -0.428
C 0.940 3.176 0.778 -0.590
C -0.538 3.585 0.907 -0.090
C 1.332 2.539 2.124 -0.076
C 1.763 4.460 0.560 -0.062
C 0.172 2.358 -2.132 -0.594
C 0.586 1.407 -3.263 -0.080
C 0.333 3.807 -2.617 -0.059
C -1.314 2.071 -1.863 -0.086
H 4.606 2.502 -2.062 0.102
H 3.484 3.721 -1.479 0.076
H 3.092 2.760 -2.914 0.066
H 4.169 -0.012 -1.685 0.096
H 2.826 0.296 -2.771 0.067
H 2.547 -0.528 -1.234 0.053
H 4.803 1.251 -0.020 0.100
H 3.406 0.884 1.001 0.046
H 3.908 2.557 0.725 0.071
H -1.202 2.732 1.055 0.002
H -0.889 4.174 0.065 0.071
H -0.616 4.216 1.797 0.099
H 0.851 1.578 2.278 0.050
H 0.986 3.213 2.912 0.099
H 2.403 2.416 2.246 0.069
H 1.534 4.962 -0.380 0.075
H 2.836 4.291 0.615 0.067
H 1.506 5.151 1.368 0.100
H 1.568 1.629 -3.676 0.069
H -0.140 1.524 -4.073 0.097
H 0.565 0.365 -2.942 0.063
H 1.371 4.085 -2.808 0.072
H -0.098 4.529 -1.928 0.072
H -0.209 3.903 -3.562 0.099
H -1.477 1.044 -1.557 0.034
H -1.846 2.229 -2.804 0.097
H -1.766 2.720 -1.120 0.067
```

Output
Net charge: +1
2S+1: 3
<S²>: 2.03
E_tot: -4193.91031 Ha
Orbital gap (alpha / beta): 7.108 / 8.457 eV
LUMO level (alpha / beta): -3.35 / -2.79 eV



ORCA calculation (wB97M-V/def2-TZVPD) on a molecular structure, C29H36FIrN8O3S3 at a distorted geometry.

The geometry in XYZ format:
```
81
Properties=species:S:1:pos:R:3:lowdin_charge:R:1
Ir -0.213 0.835 -0.541 1.257
N -0.797 2.926 0.434 -0.025
C -0.142 3.087 1.733 -0.215
C -0.492 1.870 2.597 -0.169
N -0.256 0.613 1.873 -0.132
C 0.960 -0.101 2.260 -0.194
C 2.201 0.654 1.779 -0.215
N 2.094 0.879 0.336 -0.015
H -0.573 3.693 -0.192 0.107
H -1.807 2.913 0.557 0.104
H -0.464 3.999 2.250 0.137
H 0.932 3.148 1.562 0.102
H -1.554 1.942 2.848 0.135
H 0.079 1.903 3.532 0.135
H -1.047 -0.012 2.010 0.102
H 0.934 -1.072 1.763 0.115
H 1.022 -0.251 3.347 0.136
H 3.088 0.065 2.038 0.132
H 2.276 1.613 2.294 0.111
H 2.395 0.046 -0.162 0.082
H 2.667 1.659 0.031 0.106
F 1.969 -5.979 0.168 0.066
C 1.799 -5.357 -1.019 -0.178
C 1.385 -4.052 -0.991 0.087
C 1.169 -3.336 -2.169 -0.043
C 0.767 -1.929 -2.096 -0.294
O 0.738 -1.350 -0.993 -0.110
C 0.435 -1.348 -3.362 -0.012
C 0.581 -2.067 -4.508 0.065
N 1.050 -3.330 -4.562 0.014
C 1.145 -3.981 -5.840 -0.253
C 2.486 -4.395 -6.379 -0.095
C 1.751 -3.246 -6.995 -0.068
C 1.338 -4.003 -3.398 -0.106
C 1.775 -5.336 -3.399 0.071
C 2.060 -6.032 -2.228 -0.129
N 2.541 -7.353 -2.309 -0.093
C 2.588 -8.192 -1.117 -0.130
C 3.056 -9.604 -1.498 -0.083
N 2.677 -9.867 -2.907 0.059
C 3.486 -9.008 -3.818 -0.074
C 3.680 -7.628 -3.164 -0.123
C -0.126 0.069 -3.505 -0.617
O -0.885 0.279 -4.439 0.089
O 0.276 0.930 -2.664 -0.167
H 1.235 -3.554 -0.046 0.134
H 0.312 -1.611 -5.450 0.158
H 0.290 -4.624 -6.032 0.164
H 2.553 -5.325 -6.921 0.107
H 3.366 -4.158 -5.801 0.114
H 1.298 -3.368 -7.965 0.116
H 2.157 -2.260 -6.832 0.116
H 1.901 -5.836 -4.347 0.110
H 1.585 -8.229 -0.689 0.140
H 3.269 -7.809 -0.347 0.138
H 2.594 -10.341 -0.842 0.145
H 4.139 -9.710 -1.414 0.143
H 1.684 -9.626 -3.014 0.194
H 2.793 -10.857 -3.153 0.197
H 2.962 -8.925 -4.771 0.140
H 4.451 -9.488 -3.986 0.143
H 3.770 -6.869 -3.936 0.126
H 4.612 -7.613 -2.582 0.141
S -4.782 2.982 -4.470 0.632
C -3.938 2.100 -3.355 -1.090
S -4.360 0.500 -2.770 1.015
C -2.970 0.587 -1.700 -1.149
N -2.316 1.711 -1.801 -0.097
N -2.834 2.529 -2.712 -0.173
C -2.176 3.762 -2.989 -0.254
C -2.741 4.959 -2.571 -0.036
C -2.076 6.144 -2.837 -0.071
C -0.871 6.128 -3.522 -0.075
C -0.320 4.925 -3.936 -0.064
C -0.964 3.729 -3.665 -0.001
S -2.442 -0.586 -0.606 0.628
H -3.692 4.969 -2.060 0.118
H -2.504 7.080 -2.514 0.109
H -0.364 7.058 -3.732 0.107
H 0.615 4.915 -4.476 0.107
H -0.561 2.780 -3.983 0.096
```

Output
Net charge: +2
E_tot: -3188.64458 Ha
Orbital gap (alpha / beta): 5.317 / 5.054 eV
LUMO level (alpha / beta): -5.45 / -5.71 eV



ORCA calculation (wB97M-V/def2-TZVPD) on a molecular structure, C59H47NO3PPdS2Se.

The geometry in XYZ format:
```
115
Properties=species:S:1:pos:R:3:lowdin_charge:R:1
Pd 0.865 0.100 0.833 0.314
O 0.711 2.446 3.346 -0.111
N 1.830 1.673 3.206 -0.025
C 2.021 0.907 4.199 -0.136
C 3.205 0.029 4.226 -0.199
C 3.798 -0.170 5.475 -0.053
C 4.971 -0.885 5.611 -0.091
C 5.573 -1.420 4.479 -0.085
C 4.970 -1.261 3.245 -0.103
C 3.770 -0.561 3.087 -0.255
P 2.991 -0.498 1.401 1.030
C 4.244 0.563 0.546 -0.328
C 3.932 1.907 0.365 -0.111
C 4.824 2.765 -0.263 -0.078
C 6.043 2.288 -0.720 -0.101
C 6.367 0.948 -0.545 -0.095
C 5.473 0.094 0.084 -0.102
C 3.410 -2.169 0.755 -0.374
C 3.480 -2.315 -0.630 -0.122
C 3.635 -3.563 -1.209 -0.081
C 3.718 -4.694 -0.408 -0.095
C 3.622 -4.565 0.969 -0.089
C 3.459 -3.313 1.545 -0.115
H 0.587 2.801 2.429 -0.064
H 1.341 0.920 5.051 0.127
H 3.331 0.276 6.346 0.107
H 5.419 -1.018 6.587 0.097
H 6.502 -1.970 4.560 0.099
H 5.435 -1.710 2.377 0.096
H 2.982 2.291 0.723 0.005
H 4.550 3.803 -0.402 0.103
H 6.737 2.952 -1.221 0.094
H 7.313 0.565 -0.906 0.095
H 5.726 -0.954 0.187 0.096
H 3.388 -1.446 -1.268 0.098
H 3.667 -3.648 -2.287 0.103
H 3.833 -5.673 -0.857 0.094
H 3.647 -5.444 1.601 0.100
H 3.342 -3.237 2.618 0.108
C 1.629 3.173 -6.863 -0.060
C 1.361 2.346 -5.634 -0.280
C 0.924 2.937 -4.453 -0.033
C 0.655 2.180 -3.322 -0.076
C 0.816 0.805 -3.380 -0.369
C 1.274 0.193 -4.536 -0.082
C 1.538 0.965 -5.657 -0.045
S 0.545 -0.253 -1.935 0.949
O 0.907 -1.622 -2.426 -0.510
C -1.256 -0.291 -1.930 -0.276
C -1.880 -0.432 -3.198 -0.050
C -3.205 -0.691 -3.287 -0.019
C -3.975 -0.896 -2.113 -0.166
C -5.343 -1.243 -2.198 -0.044
C -6.065 -1.521 -1.074 -0.087
C -5.437 -1.470 0.186 -0.066
C -4.121 -1.117 0.295 0.001
C -3.349 -0.799 -0.852 -0.101
C -1.951 -0.434 -0.760 -0.134
C -1.404 -0.218 0.637 -0.236
C -2.101 0.811 1.412 -0.167
C -2.800 1.852 0.769 -0.044
C -3.501 2.786 1.485 -0.074
C -3.524 2.728 2.888 -0.082
C -2.839 1.734 3.536 -0.040
C -2.127 0.755 2.817 -0.180
C -1.450 -0.314 3.496 -0.043
C -0.791 -1.267 2.804 -0.098
C -0.778 -1.248 1.368 -0.427
S -0.106 -2.769 0.613 0.984
O 0.402 -3.576 1.768 -0.506
C -1.661 -3.545 0.153 -0.359
C -1.970 -3.653 -1.191 -0.069
C -3.188 -4.210 -1.560 -0.038
C -4.083 -4.671 -0.603 -0.280
C -5.407 -5.259 -1.012 -0.056
C -3.729 -4.586 0.744 -0.046
C -2.526 -4.024 1.126 -0.060
H 1.790 4.220 -6.605 0.072
H 0.783 3.128 -7.553 0.079
H 2.508 2.812 -7.396 0.074
H 0.805 4.014 -4.405 0.113
H 0.346 2.654 -2.396 0.004
H 1.425 -0.880 -4.535 0.104
H 1.896 0.487 -6.562 0.109
H -1.286 -0.309 -4.093 0.107
H -3.690 -0.765 -4.254 0.113
H -5.803 -1.298 -3.178 0.108
H -7.110 -1.794 -1.148 0.099
H -5.999 -1.715 1.078 0.106
H -3.662 -1.090 1.273 0.123
H -2.749 1.937 -0.309 0.121
H -3.997 3.597 0.968 0.101
H -4.061 3.481 3.451 0.097
H -2.830 1.688 4.619 0.107
H -1.457 -0.330 4.580 0.109
H -0.268 -2.082 3.290 0.102
H -1.277 -3.266 -1.930 0.108
H -3.453 -4.268 -2.610 0.116
H -5.764 -4.802 -1.935 0.071
H -6.159 -5.098 -0.240 0.073
H -5.324 -6.335 -1.179 0.078
H -4.422 -4.944 1.498 0.111
H -2.246 -3.947 2.170 0.116
Se 0.466 3.137 0.181 0.682
C -0.888 4.474 0.280 -0.667
C -1.668 4.792 -0.837 -0.156
C -2.662 5.758 -0.767 -0.118
C -2.903 6.437 0.421 -0.132
C -2.129 6.137 1.534 -0.114
C -1.135 5.172 1.465 -0.146
H -1.493 4.260 -1.764 0.084
H -3.255 5.981 -1.648 0.092
H -3.682 7.188 0.478 0.086
H -2.303 6.657 2.470 0.094
H -0.544 4.944 2.344 0.091
```

Output
Net charge: -1
E_tot: -6224.06727 Ha
Orbital gap: 6.268 eV
LUMO level: 2.30 eV



ORCA calculation (wB97M-V/def2-TZVPD) on 2 unconnected molecules or ions with the total composition C7H10N2S at a distorted geometry.

The geometry in XYZ format:
```
20
Properties=species:S:1:pos:R:3:lowdin_charge:R:1
C 0.541 1.112 3.565 -0.151
C 1.487 0.085 3.325 -0.043
C 1.263 1.469 1.600 -0.271
C -0.402 -0.446 0.179 0.049
C -0.608 -0.901 -0.912 -0.572
C -2.112 -0.511 -2.983 -0.349
C 2.946 -0.377 1.321 -0.011
N 0.410 1.874 2.462 0.028
N 1.996 0.425 2.087 -0.145
S -0.818 -1.686 -2.393 0.817
H -0.137 1.238 4.456 0.110
H 1.868 -0.739 3.841 0.091
H 1.276 1.686 0.519 0.138
H 2.776 -0.115 0.273 0.090
H -0.258 0.309 0.877 -0.016
H -2.405 -0.936 -3.920 0.017
H -1.456 0.376 -3.169 0.055
H -2.912 -0.458 -2.342 0.009
H 3.990 -0.129 1.404 0.084
H 2.689 -1.360 1.529 0.069
```

Output
Net charge: 0
E_tot: -780.30843 Ha
Orbital gap: 9.232 eV
LUMO level: 0.71 eV
SMILES string: Cn1ccnc1.C#CSC



ORCA calculation (wB97M-V/def2-TZVPD) on a single C25H29BBrN3O10 molecule at a distorted geometry.

The geometry in XYZ format:
```
69
Properties=species:S:1:pos:R:3:lowdin_charge:R:1
C 2.394 -5.146 -0.003 -0.100
N 3.805 -4.713 -0.235 -0.187
C 4.064 -4.658 -1.702 -0.118
C 4.096 -3.403 0.424 -0.346
O 4.911 -3.390 1.384 0.071
C 3.433 -2.005 -0.093 -0.043
C 1.976 -1.789 0.509 -0.063
C 1.792 -2.290 1.992 0.025
C 0.453 -2.120 2.743 -0.013
C -0.706 -1.406 1.935 -0.423
Br -2.401 -1.129 2.908 1.034
C -0.429 -0.950 0.458 -0.053
C -1.627 -0.223 -0.295 -0.154
O -1.300 1.104 -0.817 -0.117
C -2.031 1.176 -2.069 -0.198
C -3.599 1.021 -2.137 0.006
C -4.391 1.049 -3.479 -0.048
C -3.659 1.239 -4.859 -0.069
C -2.129 1.440 -4.801 -0.068
C -1.326 1.409 -3.445 -0.003
N 0.867 -1.149 -0.196 0.005
C 1.136 -0.664 -1.603 -0.100
C 1.722 0.834 -1.460 -0.154
C 3.318 0.955 -1.594 -0.212
C 3.759 2.498 -1.900 -0.201
C 5.126 2.420 -2.765 -0.288
N 5.654 3.807 -3.029 -0.042
H 1.973 -4.805 1.003 0.088
H 2.414 -6.304 0.044 0.108
H 1.677 -4.895 -0.878 0.098
H 3.306 -4.010 -2.291 0.084
H 3.919 -5.730 -2.117 0.110
H 5.134 -4.361 -1.982 0.107
H 3.500 -2.042 -1.228 0.092
H 4.152 -1.187 0.292 0.136
H 2.653 -2.776 2.586 0.123
H 0.322 -2.492 3.815 0.115
H -1.873 -0.878 -1.220 0.147
H -2.596 -0.138 0.296 0.112
H -4.225 0.843 -1.188 0.109
H -5.521 0.919 -3.505 0.090
H -4.238 1.231 -5.852 0.095
H -1.556 1.616 -5.782 0.092
H -0.202 1.568 -3.542 0.072
H 1.793 -1.377 -2.203 0.127
H 0.160 -0.561 -2.217 0.121
H 1.456 1.211 -0.399 0.139
H 1.254 1.584 -2.181 0.086
H 3.806 0.208 -2.307 0.108
H 3.749 0.741 -0.540 0.100
H 3.902 3.070 -0.906 0.122
H 2.967 3.076 -2.486 0.106
H 5.869 1.783 -2.149 0.125
H 4.835 1.895 -3.756 0.116
H 4.887 4.489 -3.085 0.061
H 6.300 4.021 -2.251 0.066
B -5.750 2.264 5.396 -0.888
O -5.488 2.652 6.789 0.237
C -6.661 2.642 7.429 -0.394
O -6.802 2.914 8.594 0.160
C -7.723 2.254 6.497 -0.394
O -8.895 2.148 6.757 0.159
O -7.197 2.027 5.289 0.237
O -5.318 3.319 4.464 0.256
C -4.409 2.779 3.656 -0.391
O -3.846 3.371 2.769 0.156
C -4.209 1.371 4.015 -0.341
O -3.441 0.593 3.467 -0.262
O -4.988 1.051 5.034 0.270
```

Output
Net charge: 0
E_tot: -4485.28084 Ha
Orbital gap: 6.671 eV
LUMO level: -2.43 eV



ORCA calculation (wB97M-V/def2-TZVPD) on a molecular structure, C31H26N6O6S6Sr at a distorted geometry.

The geometry in XYZ format:
```
76
Properties=species:S:1:pos:R:3:lowdin_charge:R:1
Sr -0.477 0.567 0.259 1.519
O -6.154 -0.048 -1.929 0.059
C -4.852 0.440 -1.785 -0.437
O -3.973 -0.371 -1.552 0.124
C -4.583 1.895 -2.017 -0.089
O -4.669 2.598 -0.711 -0.149
C -3.589 3.467 -0.224 -0.087
C -2.433 2.480 0.005 -0.669
O -1.460 2.438 -0.838 -0.220
O -2.620 1.634 0.927 -0.123
H -6.821 0.697 -1.731 0.144
H -3.628 2.015 -2.623 0.158
H -5.334 2.256 -2.705 0.108
H -3.349 4.253 -1.065 0.150
H -3.905 3.879 0.760 0.130
S -0.366 -9.234 -5.985 0.305
C -0.555 -7.967 -4.928 -1.586
S -1.640 -6.641 -5.187 0.798
C -1.176 -5.673 -3.742 -1.306
C -0.156 -6.269 -2.914 -1.274
S 0.430 -5.464 -1.560 0.273
S 0.400 -7.914 -3.465 0.778
S -1.615 -4.115 -3.405 0.291
S 4.300 2.492 -5.938 0.943
N 3.553 3.384 -4.799 -0.255
C 2.988 2.518 -3.934 -0.306
C 2.312 2.883 -2.735 -0.077
C 2.210 4.285 -2.410 0.001
C 1.789 4.523 -1.140 -0.060
C 1.423 3.442 -0.286 -0.130
N 1.414 2.159 -0.626 0.014
C 1.830 1.818 -1.879 -0.116
C 1.870 0.416 -2.366 -0.161
N 1.210 -0.487 -1.583 0.019
C 1.334 -1.854 -1.989 -0.032
C 2.028 -2.264 -3.148 -0.028
C 2.702 -1.312 -3.839 -0.023
C 2.609 0.032 -3.522 -0.106
C 3.236 1.119 -4.250 -0.289
N 3.807 0.966 -5.437 -0.204
H 2.501 5.071 -3.086 0.109
H 1.627 5.575 -0.764 0.121
H 1.201 3.647 0.784 0.122
H 0.646 -2.439 -1.370 0.083
H 2.128 -3.356 -3.339 0.121
H 3.208 -1.542 -4.779 0.123
N -0.659 -1.097 5.641 0.182
C -1.987 -1.332 5.415 -0.479
O -2.777 -1.412 6.341 0.018
C -2.415 -1.403 3.940 -0.101
C -3.669 -2.014 3.521 0.016
C -3.860 -2.265 2.154 -0.067
C -2.864 -1.976 1.246 -0.088
N -1.758 -1.273 1.661 -0.027
C -1.613 -0.941 2.947 -0.198
H -0.358 -0.849 6.537 0.081
H -0.160 -0.762 4.839 0.052
H -4.362 -2.371 4.302 0.113
H -4.831 -2.626 1.790 0.107
H -2.878 -2.126 0.197 0.098
H -0.769 -0.111 3.124 -0.076
C 2.741 1.881 4.943 -0.069
C 2.910 1.085 3.656 -0.649
C 3.608 1.912 2.560 -0.061
C 3.636 -0.242 3.819 -0.062
C 1.555 0.793 3.171 -0.164
C 0.390 0.540 2.874 -0.118
H 3.695 1.995 5.585 0.103
H 2.000 1.332 5.538 0.074
H 2.354 2.872 4.693 0.076
H 4.620 2.185 2.848 0.077
H 2.989 2.805 2.336 0.077
H 3.660 1.329 1.667 0.070
H 4.688 -0.214 3.511 0.072
H 3.128 -0.973 3.162 0.088
H 3.581 -0.737 4.834 0.095
```

Output
Net charge: -2
E_tot: -4396.72955 Ha
Orbital gap (alpha / beta): 1.960 / 1.774 eV
LUMO level (alpha / beta): 2.28 / 2.28 eV



What is the formula in the sixth record?
C25H29BBrN3O10



The highest net charge belongs to which entry?
C29H36FIrN8O3S3



Number 6 is which compound?
C25H29BBrN3O10